--- a ---
Molecular formula: C4H10NOS
Method: DFT, ωB97M-V with the def2-TZVPD basis set

Each line ends with the natural charge from an NBO analysis.
CARTESIAN COORDINATES (ANGSTROEM)
1 C 1.2245 -0.8183 -1.1355  -0.53
2 C 2.0711 0.0753 -0.2516  0.12
3 C -0.0646 -0.9705 -0.3586  -0.61
4 C -2.3881 0.3928 0.8230  -0.81
5 N 0.1862 1.3258 0.3615  -1.09
6 O -1.4458 1.1062 -1.5941  -0.87
7 S -0.9471 0.5893 -0.3549  2.00
8 H 1.0028 -0.5028 -2.2159  0.28
9 H 1.5664 -1.8671 -1.1306  0.30
10 H 2.3463 -0.2104 0.7636  0.22
11 H 2.6756 0.8511 -0.5961  0.21
12 H -0.5132 -1.7733 -0.7953  0.26
13 H 0.2225 -1.2069 0.6933  0.26
14 H -3.2076 0.0104 0.1697  0.27
15 H -2.6018 1.2012 1.4745  0.28
16 H -2.2699 -0.5043 1.4398  0.25
17 H 0.4111 2.3427 0.2732  0.45

Summary:
Lowest unoccupied orbital energy = -5.9 eV
Orbital gap = 9.07 eV
Total charge = +1
Molecular weight = 120.20 g/mol
E_HOMO = -14.928 eV

---

--- b ---
Molecular formula: C4H10NOS
Method: DFT, ωB97M-V with the def2-TZVPD basis set

Each line ends with the natural charge from an NBO analysis.
CARTESIAN COORDINATES (ANGSTROEM)
1 N 1.1353 0.3766 1.6717  -0.67
2 C 0.2134 0.4291 0.4691  -0.16
3 C -1.1501 0.8530 0.9963  0.42
4 O -1.3348 0.9563 2.1723  -0.49
5 C 0.2297 -0.9231 -0.2505  -0.42
6 C -0.5038 -0.8917 -1.5847  -0.52
7 S 0.3840 0.1907 -2.7631  -0.03
8 H 0.8608 -0.3827 2.2933  0.45
9 H 1.0959 1.2610 2.1827  0.46
10 H 2.1016 0.2335 1.3497  0.45
11 H 0.5727 1.2038 -0.2087  0.26
12 H -1.9328 0.9959 0.2393  0.16
13 H 1.2776 -1.2152 -0.3914  0.23
14 H -0.2301 -1.6707 0.3982  0.23
15 H -1.5097 -0.5063 -1.4587  0.23
16 H -0.5664 -1.8871 -2.0048  0.25
17 H -0.6433 0.9768 -3.1107  0.15

Summary:
Lowest unoccupied orbital energy = -3.7 eV
SMILES = [NH3+][C@H](C=O)CCS
Orbital gap = 9.30 eV
Total charge = +1
Molecular weight = 120.20 g/mol
E_HOMO = -12.984 eV

---

Calculated relative energies: a 386.3; b 0.0, given in kJ/mol